{
  "formula": "C24H64F6HfN4O16S2",
  "method": "ωB97M-V/def2-TZVPD",
  "elements": ["Hf", "C", "F", "F", "F", "S", "O", "O", "O", "C", "F", "F", "F", "S", "O", "O", "O", "C", "O", "H", "H", "H", "H", "C", "O", "H", "H", "H", "H", "C", "C", "C", "O", "C", "N", "H", "H", "H", "H", "H", "H", "H", "H", "H", "H", "H", "C", "C", "C", "O", "C", "N", "H", "H", "H", "H", "H", "H", "H", "H", "H", "H", "H", "C", "C", "C", "O", "C", "N", "H", "H", "H", "H", "H", "H", "H", "H", "H", "H", "H", "C", "C", "C", "O", "C", "N", "H", "H", "H", "H", "H", "H", "H", "H", "H", "H", "H", "C", "C", "O", "O", "H", "H", "H", "H", "H", "H", "C", "C", "O", "O", "H", "H", "H", "H", "H", "H"],
  "coordinates": [[17.634845, 18.773581, -18.249060], [21.390497, 16.729245, -20.175493], [21.629038, 15.528646, -19.681163], [22.413353, 17.104898, -20.888750], [20.262781, 16.638212, -20.904982], [21.157717, 17.976236, -18.776946], [21.827666, 17.394832, -17.638712], [21.696992, 19.205412, -19.271748], [19.697864, 18.021004, -18.600931], [21.219464, 20.697550, -15.265877], [21.616082, 19.458414, -15.004890], [21.407131, 21.463560, -14.235952], [21.871992, 21.121860, -16.330789], [19.378829, 20.690128, -15.627983], [19.173996, 19.780073, -16.807700], [18.770055, 20.096456, -14.450428], [19.016088, 22.050901, -15.962655], [23.418105, 15.044877, -15.506516], [22.082161, 15.497795, -15.778808], [23.380696, 14.415218, -14.616858], [23.715174, 14.440668, -16.362983], [24.114401, 15.825951, -15.201404], [21.985853, 16.236771, -16.402023], [22.529355, 23.006514, -19.437001], [21.329003, 23.593165, -18.937668], [22.627962, 22.966262, -20.522647], [23.434606, 23.468802, -19.032218], [22.589211, 21.988551, -19.039569], [21.049559, 24.142570, -19.678629], [21.273829, 11.475250, -17.285917], [22.739630, 11.452937, -17.740563], [23.296646, 10.059830, -17.558366], [24.534636, 9.967246, -18.221887], [25.290830, 8.795888, -17.937775], [22.663377, 11.855173, -19.146890], [21.190886, 11.353221, -16.199333], [20.580090, 10.789196, -17.766506], [20.866138, 12.482719, -17.428505], [23.319334, 12.173364, -17.151699], [22.603460, 9.346912, -18.026894], [23.390193, 9.758977, -16.509374], [25.938032, 8.540780, -18.772203], [24.585949, 7.974751, -17.776110], [25.852758, 9.035293, -17.031266], [23.598777, 11.679588, -19.521859], [22.585397, 12.866197, -19.194450], [25.684676, 18.977726, -18.519219], [25.702314, 17.482804, -18.834671], [26.982686, 16.786525, -19.222776], [27.539389, 17.280541, -20.416440], [28.846336, 16.802897, -20.611540], [25.201900, 16.776749, -17.613076], [25.842172, 19.554344, -19.434280], [26.466893, 19.262619, -17.815364], [24.689254, 19.234974, -18.177379], [24.943332, 17.392333, -19.624600], [26.951201, 15.701820, -19.045788], [27.736290, 16.998802, -18.441975], [28.899898, 15.708905, -20.677695], [29.524727, 17.060042, -19.790491], [29.197753, 17.198114, -21.561888], [24.310073, 17.194636, -17.376465], [24.941942, 15.857749, -17.970285], [19.121464, 16.577326, -14.404469], [19.016884, 16.913475, -15.895938], [19.119460, 15.692554, -16.776480], [18.382951, 15.934969, -17.986212], [18.588473, 14.826328, -18.888513], [17.677696, 17.530574, -16.133544], [20.053296, 16.048650, -14.197546], [18.230743, 16.071041, -14.025876], [19.259713, 17.513602, -13.857270], [19.819437, 17.634255, -16.020675], [18.720495, 14.799805, -16.276664], [20.156865, 15.387780, -16.941388], [18.022890, 13.920729, -18.658750], [19.619958, 14.472436, -18.853130], [18.322558, 15.185298, -19.877581], [17.079290, 16.706768, -15.959658], [17.361854, 17.949861, -15.246915], [20.824557, 16.074562, -24.160747], [19.935593, 16.825241, -25.167141], [19.506932, 16.100051, -26.443175], [20.659618, 16.028936, -27.264122], [20.397755, 15.405304, -28.532124], [18.774497, 17.457299, -24.514803], [21.792783, 15.924795, -24.640370], [20.392980, 15.108316, -23.893244], [20.978495, 16.737630, -23.311677], [20.594237, 17.631975, -25.499337], [18.849306, 16.765584, -27.010083], [19.026975, 15.152307, -26.176027], [19.539822, 15.864042, -29.025372], [20.314430, 14.335071, -28.345386], [21.295993, 15.624329, -29.105017], [18.020480, 16.798455, -24.348865], [19.026724, 17.857401, -23.619598], [18.939379, 21.544874, -19.525690], [17.680885, 22.132582, -18.816238], [17.275648, 21.238675, -17.800501], [18.679376, 20.143036, -19.857340], [19.750942, 21.688501, -18.808795], [19.282406, 22.102663, -20.394712], [16.902748, 22.331560, -19.554639], [18.173647, 23.023013, -18.420219], [16.978612, 21.801602, -17.064934], [19.065364, 19.995557, -20.730197], [16.726315, 17.956091, -21.370127], [16.068832, 19.288032, -21.120829], [15.838864, 19.469407, -19.705495], [17.790633, 17.657892, -20.457429], [17.009465, 17.982264, -22.424639], [15.943638, 17.201726, -21.256730], [15.129448, 19.376902, -21.670998], [16.600644, 20.184224, -21.455834], [15.166923, 20.160416, -19.597672], [18.335161, 16.950287, -20.839361]],
  "atomic_forces_ev_per_a": [[6.628, 0.700, 0.497], [0.208, 0.051, 1.345], [-0.015, -0.249, 0.182], [-0.098, 0.173, -0.593], [-0.045, 0.233, -0.578], [2.745, 0.415, 0.205], [-0.745, 0.418, -0.849], [-0.535, -0.098, -0.231], [-3.493, 0.250, 0.183], [-0.542, -0.805, -0.903], [-0.109, -0.210, 0.157], [0.141, 0.439, 0.375], [0.133, 0.372, -0.176], [-1.224, 1.031, 1.942], [-0.955, -1.465, -2.035], [0.419, 0.249, -0.980], [0.354, -0.679, 0.093], [-0.641, -0.049, 0.143], [-0.623, 0.008, 0.616], [-0.346, -0.248, -0.195], [0.649, 0.137, 0.144], [0.011, 0.245, -0.694], [0.991, -0.451, 0.366], [1.037, -1.052, 0.921], [-0.119, 0.116, -1.070], [-0.330, 0.129, 0.000], [-0.245, 0.462, -0.099], [-0.186, -0.084, -0.265], [-0.242, 0.402, 0.465], [-0.040, 0.833, 1.468], [-1.612, 0.137, 0.144], [0.149, -0.619, -0.746], [0.315, 0.505, -0.626], [-0.839, 0.453, 0.531], [1.443, -0.259, -0.426], [0.044, -0.315, -0.041], [0.438, -0.250, -0.268], [0.081, 0.073, -0.258], [0.021, -0.140, 0.148], [-0.103, -0.025, 0.029], [-0.040, 0.365, 0.151], [0.046, 0.255, -0.012], [0.287, -0.206, 0.132], [0.240, -0.606, -0.022], [-0.254, -0.121, -0.302], [-0.203, 0.019, 0.115], [0.991, -0.155, -0.849], [-1.359, 0.062, 0.572], [1.617, 1.094, 1.494], [-0.686, -0.610, -0.115], [0.351, -0.457, -0.259], [0.060, -0.283, -1.021], [0.131, -0.043, 0.020], [-0.211, -0.010, 0.217], [-0.135, 0.120, 0.384], [0.250, -0.330, -0.339], [-0.573, -0.239, -1.156], [-0.244, 0.431, 0.271], [-0.310, -0.042, -0.065], [-0.087, 0.390, -0.022], [0.103, 0.146, 0.134], [-0.031, 0.167, 0.201], [0.100, -0.198, 0.491], [0.277, 0.539, 0.042], [0.958, -0.181, 1.410], [-0.049, -0.417, 0.295], [-0.104, -0.880, -0.227], [0.038, -0.033, -0.047], [-1.821, -0.094, 0.052], [-0.231, -0.463, -0.201], [0.187, -0.297, 0.033], [-0.335, 0.055, 0.000], [-0.243, 0.066, -0.753], [-0.480, 0.192, 0.073], [0.034, 0.478, -0.338], [-0.535, 0.368, 0.288], [0.136, 0.460, -0.192], [0.041, -0.286, -0.110], [-0.213, -0.055, -1.231], [0.844, 1.281, -0.323], [-0.244, -0.114, -1.180], [0.561, 0.667, 0.523], [0.735, 1.154, 0.004], [-0.255, -0.664, 0.224], [0.885, 0.447, 0.939], [-0.544, 0.005, -0.147], [0.028, -0.266, 0.164], [0.076, 0.019, 0.314], [0.007, -0.206, 0.185], [-0.331, 0.227, -0.220], [-0.734, -0.214, 0.434], [0.093, -0.279, -0.417], [-0.180, -0.231, 0.022], [-0.331, -0.092, -0.481], [-0.101, -0.238, -0.226], [0.079, -0.176, -0.105], [0.268, -0.057, -0.013], [-0.536, 0.566, 1.408], [2.441, 0.089, -2.310], [-1.274, -0.926, -0.485], [-0.547, 0.763, 0.594], [0.185, -0.860, -0.034], [-0.544, -0.079, -0.253], [-0.265, 0.163, 0.376], [-0.938, 0.316, 0.441], [0.289, -0.614, 0.447], [0.108, -0.680, 0.251], [-1.524, -0.034, -0.567], [0.299, 1.027, -0.633], [0.452, -0.790, 1.220], [-0.956, 1.204, 0.470], [0.499, -0.263, 0.115], [0.159, -0.177, -0.026], [-0.144, -0.591, 0.220], [0.546, -0.404, 0.036], [0.122, -0.084, 0.436], [0.347, 0.079, 0.562]],
  "lowdin_charge": [2.26, -0.64, 0.17, 0.20, 0.10, 0.58, -0.25, -0.23, -0.44, -0.69, 0.17, 0.22, 0.17, 0.60, -0.45, -0.27, -0.26, -0.12, -0.17, 0.08, 0.06, 0.08, 0.00, -0.14, -0.13, 0.09, 0.09, 0.06, 0.08, -0.08, -0.43, -0.22, -0.21, -0.08, 0.04, 0.08, 0.08, 0.05, 0.12, 0.13, 0.13, 0.09, 0.09, 0.09, 0.07, 0.05, -0.05, -0.42, -0.23, -0.17, -0.12, 0.04, 0.08, 0.09, 0.06, 0.12, 0.13, 0.13, 0.09, 0.09, 0.09, 0.03, 0.06, -0.01, -0.40, -0.17, -0.27, -0.04, -0.02, 0.10, 0.10, 0.09, 0.10, 0.15, 0.11, 0.11, 0.09, 0.07, 0.13, 0.12, -0.05, -0.42, -0.21, -0.20, -0.07, 0.02, 0.09, 0.08, 0.04, 0.14, 0.13, 0.13, 0.09, 0.09, 0.09, 0.06, 0.03, -0.12, -0.17, -0.16, -0.17, 0.11, 0.15, 0.13, 0.15, 0.14, 0.14, -0.16, -0.16, -0.14, -0.14, 0.13, 0.15, 0.16, 0.13, 0.15, 0.09],
  "homo_ev": -12.43,
  "charge": 2,
  "gap_ha": 0.1398,
  "lumo_ev": -8.622
}